The following is a DFT calculation (wB97M-V/def2-TZVPD) of a cluster of 2 separate species, C4H12 in total at a distorted geometry.

Properties
LUMO level (spin up / spin down), eV: -3.076 / -11.715
Calculated total energy, a.u.: -159.12493
2S+1: 2
Relative energy (zero: lowest compared OMol25 entry of this formula, charge and spin), kcal per mole: 28.2
HOMO energy (spin up / spin down), eV: -16.28 / -14.98
Gap between HOMO and LUMO (spin up / spin down), eV: 13.2 / 3.3
Total charge: +1

Geometry (Å):
1 C 0.85 -1.49 1.24
2 C 1.71 -0.31 1.75
3 H 1.41 -1.83 0.30
4 H 0.91 -2.32 1.98
5 H -0.16 -1.37 1.03
6 H 2.27 -0.76 2.58
7 H 2.44 0.00 0.89
8 H 1.10 0.45 2.25
9 C -0.94 0.32 -1.80
10 C -1.70 1.54 -1.14
11 H 0.11 0.49 -1.39
12 H -1.44 -0.65 -1.62
13 H -0.92 0.56 -2.85
14 H -2.00 1.32 -0.09
15 H -1.05 2.43 -1.28
16 H -2.60 1.62 -1.84

How positive or negative is each atom? The Löwdin charges in e answer that: -0.1215, -0.1201, 0.1070, 0.1212, 0.0316, 0.0894, 0.1230, 0.0722, -0.0159, -0.0159, 0.1604, 0.1096, 0.0807, 0.1068, 0.1015, 0.1700